Entry 1:
{
  "formula": "C11H30MgN2OP2S2SbSe4",
  "method": "ωB97M-V/def2-TZVPD",
  "symbols": ["Mg", "C", "P", "C", "C", "C", "P", "C", "C", "H", "H", "H", "H", "H", "H", "H", "H", "H", "H", "H", "H", "H", "H", "H", "H", "Se", "Sb", "Se", "Se", "Se", "N", "C", "N", "S", "H", "H", "H", "H", "C", "C", "S", "O", "C", "C", "H", "H", "H", "H", "H", "H", "H", "H", "H", "H"],
  "xyz": [[1.482, -0.030, 0.494], [-0.011, -1.473, 3.885], [0.121, 0.011, 2.830], [1.128, 1.125, 3.870], [-1.553, 0.745, 3.053], [-1.767, 2.021, 2.226], [-2.354, 1.680, 0.510], [-2.483, 3.406, -0.109], [-4.146, 1.401, 0.891], [-0.382, -1.219, 4.882], [0.970, -1.939, 3.961], [-0.683, -2.196, 3.421], [0.696, 1.269, 4.863], [1.234, 2.080, 3.353], [2.131, 0.705, 3.953], [-1.688, 0.949, 4.120], [-2.281, -0.030, 2.789], [-0.831, 2.578, 2.133], [-2.489, 2.677, 2.723], [-2.994, 4.057, 0.606], [-3.036, 3.415, -1.051], [-1.477, 3.781, -0.297], [-4.574, 2.215, 1.484], [-4.288, 0.461, 1.426], [-4.699, 1.327, -0.048], [1.226, 2.578, 0.200], [4.848, 0.811, -0.568], [2.585, 1.822, -1.579], [3.824, -0.153, 1.522], [4.931, -1.024, -2.258], [3.859, -3.306, 0.279], [2.559, -3.158, -0.012], [2.256, -3.026, -1.321], [1.352, -3.116, 1.172], [4.509, -2.915, -0.405], [4.091, -3.082, 1.235], [2.994, -2.602, -1.893], [1.324, -2.666, -1.462], [-2.685, -0.840, -2.120], [-1.404, -1.057, -2.901], [-0.026, -0.055, -2.287], [0.319, -0.778, -0.988], [1.180, -0.635, -3.493], [1.174, 0.255, -4.726], [-3.466, -1.508, -2.486], [-3.036, 0.189, -2.215], [-2.522, -1.040, -1.063], [-1.520, -0.794, -3.956], [-1.066, -2.093, -2.834], [0.967, -1.682, -3.721], [2.143, -0.572, -2.982], [0.208, 0.245, -5.237], [1.933, -0.093, -5.426], [1.417, 1.280, -4.446]],
  "forces_ev_per_angstrom": [[-0.083, 0.081, 0.100], [-0.039, 0.007, 0.043], [0.125, 0.025, -0.028], [0.014, -0.026, -0.055], [0.006, -0.010, -0.046], [-0.012, -0.008, 0.047], [-0.017, -0.083, -0.004], [-0.008, -0.027, 0.046], [0.004, 0.046, -0.041], [0.009, -0.008, -0.002], [0.005, 0.007, -0.006], [0.006, 0.003, -0.012], [-0.030, -0.004, -0.013], [0.009, 0.026, 0.045], [0.005, 0.007, 0.002], [0.003, -0.007, -0.005], [-0.035, 0.038, -0.024], [-0.022, 0.037, 0.043], [0.013, 0.030, -0.012], [0.003, 0.000, -0.003], [0.012, -0.010, 0.002], [0.008, 0.003, -0.011], [-0.004, -0.007, -0.002], [0.030, -0.010, 0.013], [-0.013, -0.002, 0.015], [0.063, -0.109, -0.043], [-0.137, -0.015, -0.171], [0.118, 0.125, 0.091], [-0.082, -0.047, 0.041], [0.009, 0.041, 0.038], [0.068, -0.014, 0.032], [-0.033, 0.026, -0.073], [0.016, 0.002, 0.058], [-0.013, -0.066, 0.052], [-0.007, 0.007, -0.006], [-0.029, 0.003, -0.003], [-0.016, 0.012, -0.018], [0.024, -0.012, -0.016], [-0.006, 0.038, 0.054], [0.028, -0.001, -0.060], [-0.089, -0.055, 0.005], [0.028, 0.007, 0.014], [0.078, -0.005, -0.102], [-0.034, -0.071, 0.025], [0.022, -0.007, -0.026], [0.003, -0.008, 0.012], [-0.009, 0.007, 0.007], [0.011, 0.007, 0.012], [0.004, 0.003, 0.006], [-0.023, 0.002, -0.023], [0.005, -0.008, 0.011], [0.017, 0.023, -0.019], [0.001, -0.005, 0.003], [-0.006, 0.010, 0.004]],
  "lowdin_charge": [-0.1602, -0.3081, 0.7987, -0.2871, -0.4245, -0.4611, 0.8363, -0.3123, -0.3132, 0.0396, 0.0239, 0.0308, 0.0426, 0.0196, 0.0094, 0.0772, 0.0644, 0.0176, 0.0749, 0.0358, 0.0302, -0.0142, 0.0310, 0.0231, 0.0236, -0.0527, 0.1729, -0.1310, -0.1167, -0.2518, 0.0665, -1.0013, 0.0764, 0.5496, 0.0008, 0.0456, -0.0299, 0.0404, -0.1572, -0.3861, 0.8817, -0.6549, -0.4537, -0.1347, 0.0730, 0.0589, 0.0568, 0.0876, 0.0936, 0.0910, -0.0213, 0.0624, 0.0812, 0.0548],
  "gap_ev": 6.06,
  "e_homo_ev": -3.8124,
  "total_charge": -1,
  "de_lowest_kcal_mol": 0.0
}

Entry 2:
{
  "formula": "ClHO3S",
  "method": "ωB97M-V/def2-TZVPD",
  "symbols": ["O", "O", "O", "S", "Cl", "H"],
  "xyz": [[0.286, 1.281, -0.049], [2.191, -0.204, -0.357], [-0.771, -1.464, 0.030], [1.043, 0.030, 0.437], [-2.138, -0.464, 0.099], [-0.610, 0.821, -0.160]],
  "forces_ev_per_angstrom": [[-0.852, -0.650, -0.566], [0.248, -0.127, -0.564], [0.765, 1.827, 0.188], [-0.162, -1.745, 1.212], [0.880, -0.470, -0.162], [-0.879, 1.165, -0.107]],
  "lowdin_charge": [-0.3079, -0.3513, -0.8370, 1.0148, 0.5322, -0.0509],
  "gap_ev": [8.06, 8.06],
  "e_homo_ev": [-9.9510, -9.9539],
  "total_charge": 0,
  "de_lowest_kcal_mol": 66.4
}

Entry 3:
{
  "formula": "C21H42Ge2IrO7P2Si",
  "method": "ωB97M-V/def2-TZVPD",
  "symbols": ["Ir", "C", "C", "Ge", "C", "C", "C", "C", "Ge", "C", "C", "C", "C", "C", "C", "C", "C", "C", "C", "H", "H", "H", "H", "H", "H", "H", "H", "H", "H", "H", "H", "H", "H", "H", "H", "H", "H", "H", "H", "H", "H", "H", "H", "H", "H", "C", "C", "O", "P", "O", "O", "O", "P", "O", "O", "O", "H", "H", "H", "H", "H", "H", "H", "C", "Si", "C", "C", "H", "H", "H", "H", "H", "H", "H", "H", "H"],
  "xyz": [[-0.002, 1.733, -0.083], [-1.199, -2.415, 3.021], [-1.005, -0.927, 3.268], [0.163, -0.040, 1.921], [2.024, -0.394, 3.481], [2.178, -1.743, 4.075], [0.690, -1.524, 0.673], [0.501, -1.681, -0.690], [0.265, -0.007, -1.836], [1.663, 0.412, -3.141], [2.366, -0.671, -3.960], [-1.484, -0.082, -2.720], [-1.525, -0.721, -4.110], [0.399, -2.981, -1.268], [0.223, -4.136, -0.447], [0.119, -5.382, -1.004], [0.186, -5.526, -2.396], [0.337, -4.415, -3.228], [0.421, -3.162, -2.675], [-1.876, -2.823, 3.775], [-0.272, -2.985, 3.087], [-1.654, -2.600, 2.046], [-0.614, -0.684, 4.254], [-1.934, -0.372, 3.136], [1.704, 0.411, 4.136], [2.735, -0.092, 2.717], [1.385, -1.994, 4.776], [3.118, -1.736, 4.649], [2.288, -2.535, 3.334], [1.224, -2.325, 1.191], [2.405, 1.013, -2.622], [1.128, 1.103, -3.801], [2.823, -1.438, -3.331], [3.165, -0.225, -4.552], [1.692, -1.161, -4.663], [-1.748, 0.978, -2.789], [-2.200, -0.546, -2.041], [-0.737, -0.342, -4.763], [-2.475, -0.501, -4.598], [-1.442, -1.806, -4.066], [0.160, -4.028, 0.628], [-0.009, -6.252, -0.376], [0.110, -6.514, -2.833], [0.382, -4.542, -4.301], [0.524, -2.304, -3.319], [-4.105, 3.283, 2.075], [-2.800, 2.634, 1.620], [-1.969, 2.272, 2.719], [-3.105, 1.004, 0.825], [-3.976, 0.126, 1.792], [-4.014, 1.209, -0.430], [-1.790, 0.287, 0.573], [-1.854, 3.648, 0.360], [-2.583, 5.037, 0.332], [-1.936, 2.895, -0.965], [-0.406, 3.723, 0.821], [-4.556, 2.673, 2.857], [-4.810, 3.397, 1.250], [-3.910, 4.278, 2.473], [-1.655, 3.071, 3.163], [-4.935, 0.176, 1.682], [-3.571, 1.798, -1.079], [-2.681, 5.461, -0.530], [2.641, 2.958, 1.773], [2.383, 2.214, 0.098], [3.448, 0.696, -0.102], [2.643, 3.457, -1.254], [3.708, 3.135, 1.940], [2.275, 2.302, 2.564], [2.118, 3.910, 1.858], [4.498, 1.003, -0.055], [3.304, 0.170, -1.045], [3.281, -0.019, 0.702], [3.706, 3.460, -1.513], [2.369, 4.451, -0.898], [2.075, 3.253, -2.161]],
  "forces_ev_per_angstrom": [[0.483, -0.166, 0.415], [-0.104, 0.024, 0.065], [0.035, 0.085, -0.016], [-0.209, 0.275, -0.450], [0.247, -0.062, 0.230], [0.018, 0.050, -0.031], [0.105, -0.063, -0.026], [0.000, 0.078, 0.274], [-0.111, 0.232, -0.092], [0.117, -0.040, -0.127], [-0.022, 0.010, -0.008], [-0.103, -0.034, -0.087], [-0.059, 0.020, 0.021], [-0.033, -0.220, 0.028], [0.021, 0.111, -0.111], [0.013, -0.015, -0.103], [-0.013, 0.000, 0.004], [-0.015, -0.086, 0.024], [0.032, 0.007, 0.161], [0.002, -0.013, -0.012], [0.064, 0.015, 0.025], [0.020, 0.025, -0.008], [-0.048, -0.110, 0.050], [-0.006, -0.037, 0.141], [-0.074, -0.017, -0.046], [-0.040, -0.007, -0.100], [-0.021, -0.005, -0.010], [-0.024, -0.033, 0.019], [0.002, 0.008, -0.015], [0.043, -0.014, -0.122], [0.007, 0.047, -0.040], [0.063, 0.003, -0.054], [-0.017, 0.002, 0.014], [-0.010, 0.007, -0.005], [-0.009, -0.015, 0.021], [-0.054, -0.024, -0.027], [-0.025, 0.001, -0.025], [0.013, 0.001, 0.015], [-0.004, 0.005, 0.008], [-0.010, 0.010, -0.002], [-0.001, 0.007, -0.001], [-0.004, -0.005, -0.012], [0.010, 0.011, 0.004], [-0.004, -0.014, 0.008], [0.044, 0.069, -0.015], [-0.037, -0.041, -0.070], [0.035, 0.046, -0.005], [-0.012, 0.048, -0.010], [0.212, -0.015, 0.078], [0.139, 0.019, -0.059], [0.078, 0.046, -0.077], [-0.249, 0.205, 0.067], [-0.220, -0.097, -0.204], [-0.053, -0.015, 0.085], [-0.188, -0.012, 0.165], [-0.060, -0.179, -0.199], [-0.011, 0.002, 0.006], [0.019, 0.010, -0.006], [0.017, -0.012, 0.032], [0.017, -0.017, -0.007], [-0.072, -0.005, 0.000], [-0.001, -0.011, 0.010], [0.062, 0.075, -0.040], [0.026, 0.091, 0.166], [-0.092, -0.343, 0.229], [0.087, -0.083, -0.055], [-0.145, 0.180, -0.195], [-0.020, 0.012, 0.009], [0.059, 0.049, 0.033], [-0.004, -0.018, 0.006], [-0.019, -0.013, 0.017], [0.040, -0.010, 0.047], [0.035, -0.077, 0.060], [-0.010, 0.015, 0.004], [-0.001, -0.007, -0.023], [0.051, 0.032, -0.047]],
  "mulliken_spin": [2.0300, 0.0315, 0.1441, 0.3537, 0.6272, 0.0120, 0.2001, 0.2917, 0.0585, 0.0399, 0.0110, 0.0528, -0.0008, 0.2768, 0.0928, -0.0103, 0.1424, -0.0233, 0.0540, 0.0144, 0.0026, -0.0030, 0.0041, 0.0081, -0.0004, 0.0777, 0.0051, 0.0649, 0.0113, -0.0457, -0.0133, 0.0001, -0.0009, 0.0007, -0.0010, 0.0024, -0.0039, 0.0003, 0.0031, 0.0008, 0.0048, 0.0020, 0.0020, 0.0008, 0.0276, -0.0033, 0.0374, 0.0209, -0.0161, -0.0007, 0.0044, 0.0918, -0.0128, 0.0014, 0.0776, 0.0818, 0.0004, -0.0005, 0.0001, 0.0011, 0.0013, 0.0003, -0.0011, -0.0009, 0.0708, 0.0495, 0.0604, -0.0026, -0.0042, 0.0029, 0.0040, -0.0061, -0.0092, 0.0100, 0.0032, -0.0107],
  "gap_ev": [6.37, 5.77],
  "spin_multiplicity": 6,
  "e_homo_ev": [-12.6555, -14.6555],
  "s2": 8.80,
  "total_charge": 2,
  "de_lowest_kcal_mol": 1.4
}

Number 1: calculated total energy -12147.3382 a.u.. Number 2: calculated total energy -1084.5577 a.u.. Number 3: calculated total energy -6581.9169 a.u..